(1)
# C3H5NS2

One molecule with the formula C3H5NS2 in a non-equilibrium geometry (the ωB97M-V functional and the def2-TZVPD basis, the OMol25 dataset).

Geometry as ORCA input:
```
! wB97M-V def2-TZVPD RIJCOSX def2/J DEFGRID3
* xyz 0 1
C 1.04078 1.20910 -0.68744
C 0.01178 0.57579 0.26185
S -0.36941 1.44230 1.56185
N -0.36795 -0.76032 -0.15224
C -1.20826 -1.58422 0.57622
S -2.25906 -1.26976 1.69342
H 2.03067 0.95529 -0.23256
H 1.06826 2.31393 -0.58183
H 1.02490 0.88829 -1.73969
H 0.26801 -1.17832 -0.83318
H -1.23972 -2.59209 0.13361
*
```

Output
Kohn-Sham gap = 7.57 eV
ΔE to the lowest compared entry with this formula, charge and spin = 1.1497 eV
Structure (SMILES) = CC(=S)NC=S
Largest force on an atom = 0.0578 Eh/bohr
LUMO = -0.3 eV
Total energy = -968.402831 hartree

***

(2)
# C38H33AsN5Rh

C38H33AsN5Rh as an isolated structure in a non-equilibrium geometry (the ωB97M-V functional and the def2-TZVPD basis, the OMol25 dataset).

Geometry as ORCA input:
```
! wB97M-V def2-TZVPD RIJCOSX def2/J DEFGRID3
* xyz 2 1
Rh 0.40924 0.83266 -0.20490
C -4.57111 1.80703 4.37894
C -3.33472 1.36175 3.65135
C -2.07947 1.39644 4.26087
C -0.93592 1.02735 3.58162
C -0.98433 0.55975 2.26463
N 0.17183 0.16679 1.58033
C 1.20721 -0.51599 2.25585
C 0.86104 -1.54906 3.13448
C 1.82150 -2.26507 3.81614
C 3.18278 -2.03535 3.61666
C 4.22422 -2.87645 4.30030
C 3.53268 -1.04428 2.72100
C 2.56543 -0.27895 2.07204
N 3.02709 0.74115 1.18399
C 4.16214 1.43632 1.29236
C 4.37743 2.09602 0.09472
C 3.31553 1.72292 -0.71134
N 2.48667 0.89031 -0.05524
C -2.24838 0.52593 1.66683
C -3.39400 0.93387 2.33446
N -2.39395 0.03510 0.33368
C -3.43222 -0.61781 -0.21050
C -3.14231 -0.85280 -1.53924
C -1.87584 -0.31787 -1.72933
N -1.43997 0.23836 -0.59120
H -4.45523 1.69718 5.45554
H -5.44428 1.23411 4.06958
H -4.77738 2.86037 4.17428
H -1.99904 1.72354 5.29023
H 0.02208 1.05334 4.08526
H -0.18755 -1.77210 3.28224
H 1.50889 -3.04553 4.49889
H 3.86800 -3.22696 5.26756
H 5.14573 -2.31786 4.45811
H 4.46700 -3.75519 3.70061
H 4.57814 -0.86715 2.49971
H 4.73891 1.41716 2.20152
H 5.20441 2.73485 -0.16134
H 3.10846 2.00756 -1.73059
H -4.34479 0.92181 1.81524
H -4.28428 -0.89901 0.38411
H -3.74938 -1.37461 -2.25725
H -1.25088 -0.32923 -2.60774
C -4.60800 4.16020 0.81546
C -3.64346 4.42069 1.77726
C -2.31901 4.07909 1.54351
C -1.97573 3.48655 0.33103
C -2.94032 3.21942 -0.63897
C -4.25864 3.55996 -0.39038
As -0.14479 3.05069 0.07026
C 0.87659 3.98026 1.37803
C 0.98271 5.36778 1.26878
C 1.68824 6.06870 2.23332
C 2.26335 5.39184 3.30258
C 2.13240 4.01566 3.41665
C 1.43457 3.30108 2.45248
C 0.50893 3.39051 -1.69847
C 1.64257 4.17345 -1.91615
C 2.18152 4.24918 -3.19048
C 1.61787 3.52705 -4.23790
C 0.50117 2.73460 -4.02113
C -0.06049 2.66560 -2.75140
H -5.63832 4.43563 0.99794
H -3.91735 4.89744 2.70913
H -1.56933 4.27790 2.29884
H -2.67795 2.76063 -1.58336
H -5.01343 3.36999 -1.14175
H 0.51653 5.90110 0.44816
H 1.78164 7.14346 2.15610
H 2.80686 5.94581 4.05625
H 2.56525 3.49775 4.26282
H 1.31048 2.23286 2.54428
H 2.10348 4.71663 -1.10223
H 3.04686 4.87333 -3.37052
H 2.04671 3.59258 -5.22879
H 0.05509 2.18819 -4.84135
H -0.96510 2.09149 -2.59944
*
```

Output
Kohn-Sham gap (alpha / beta) = 5.89 / 5.89 eV
ΔE to the lowest compared entry with this formula, charge and spin = 0.0905 eV
Largest force on an atom = 0.0218 Eh/bohr
LUMO (alpha / beta) = -6.8 / -6.8 eV
Total energy = -4087.438290 hartree

***

(3)
# H26HeO13

H26HeO13 as an isolated structure in a non-equilibrium geometry (the ωB97M-V functional and the def2-TZVPD basis, the OMol25 dataset).

Geometry as ORCA input:
```
! wB97M-V def2-TZVPD RIJCOSX def2/J DEFGRID3
* xyz 0 1
He 0.08059 0.57328 -0.03658
O -2.25292 1.91006 2.43953
H -3.14332 1.56145 2.48293
H -2.12612 2.13030 1.51669
O 1.88335 -0.10219 2.09923
H 1.97574 0.23754 1.20914
H 2.08481 0.64451 2.66323
O 2.37706 0.19822 -2.77904
H 2.51122 0.77608 -2.02785
H 3.21229 -0.25755 -2.88342
O -2.13416 1.98318 -0.16398
H -2.87139 2.10297 -0.76264
H -1.44009 2.53498 -0.52458
O 0.46271 -3.42306 0.53887
H 0.09771 -2.71438 0.00898
H -0.05693 -3.41381 1.34269
O 0.50984 -1.75276 -1.89688
H 1.20881 -1.13327 -2.10643
H -0.25815 -1.41223 -2.35563
O -2.09902 -0.95355 0.71735
H -1.67357 -0.16352 0.38410
H -1.61587 -1.16788 1.51539
O -2.83234 -2.73529 -1.11473
H -2.41088 -2.72219 -1.97404
H -2.51608 -1.94320 -0.68021
O -0.70220 -0.20786 3.25621
H 0.16287 -0.21090 2.84648
H -1.10374 0.61008 2.96301
O 2.77273 1.48966 -0.22271
H 3.57946 1.19942 0.20294
H 2.82013 2.44542 -0.20050
O 3.12841 -2.54648 1.35735
H 2.84436 -1.70009 1.70256
H 2.31484 -3.01866 1.18016
O -1.73781 -0.47316 -3.17432
H -2.62178 -0.58803 -2.82556
H -1.84115 -0.55622 -4.12229
O 0.09576 4.17602 -0.12705
H 0.84475 4.01669 0.44730
H 0.47008 4.60642 -0.89573
*
```

Output
Kohn-Sham gap = 9.26 eV
ΔE to the lowest compared entry with this formula, charge and spin = 1.2582 eV
Largest force on an atom = 0.0214 Eh/bohr
LUMO = -0.9 eV
Total energy = -996.620023 hartree